(1)
{
  "formula": "C12H36FI2N13O8S",
  "method": "ωB97M-V/def2-TZVPD",
  "homo_lumo_gap_ha": 0.33078,
  "homo_ev": -8.9,
  "total_energy_ev": -78538.1382,
  "lumo_ev": 0.09,
  "smiles": "CC[C@@H](I)N(CCCI)S(=O)(=O)F.NC(N)=O.NC(N)=O.NC(N)=O.NC(N)=O.NC(N)=O.NC(N)=O",
  "symbols": ["C", "C", "C", "I", "N", "C", "C", "C", "I", "S", "O", "O", "F", "H", "H", "H", "H", "H", "H", "H", "H", "H", "H", "H", "H", "N", "C", "N", "O", "H", "H", "H", "H", "N", "C", "N", "O", "H", "H", "H", "H", "N", "C", "N", "O", "H", "H", "H", "H", "N", "C", "N", "O", "H", "H", "H", "H", "N", "C", "N", "O", "H", "H", "H", "H", "N", "C", "N", "O", "H", "H", "H", "H"],
  "xyz": [[-2.0854, 3.0594, 1.8161], [-2.2864, 4.1245, 0.6675], [-1.4802, 3.7069, -0.6445], [0.6106, 3.7911, -0.1571], [-2.0385, 2.4054, -1.1056], [-1.0768, 1.3863, -1.5731], [-0.6074, 0.4362, -0.3921], [0.7312, -0.2679, -0.7993], [1.1094, -1.7885, 0.7151], [-3.0764, 2.7978, -2.4308], [-3.8986, 1.6619, -2.8667], [-2.3553, 3.4062, -3.5677], [-4.1231, 3.9371, -1.8667], [-2.7374, 3.2646, 2.6943], [-2.2705, 2.0275, 1.4402], [-1.0404, 3.0605, 2.2093], [-3.3790, 4.1839, 0.4768], [-1.8374, 5.0722, 1.0276], [-1.6838, 4.5380, -1.3655], [-0.2344, 1.7558, -2.1976], [-1.6543, 0.7005, -2.2463], [-0.4975, 1.0079, 0.5575], [-1.4152, -0.3180, -0.2549], [1.5297, 0.5001, -0.7225], [0.6538, -0.7070, -1.8172], [3.5999, -3.1977, -2.4420], [2.4735, -3.1102, -3.1944], [2.5645, -3.6445, -4.4367], [1.4447, -2.5831, -2.7750], [4.4495, -3.6229, -2.7589], [3.5633, -2.8119, -1.5150], [1.7476, -3.5980, -5.0166], [3.3911, -4.0805, -4.7962], [0.6045, -7.2016, -0.8704], [0.8674, -6.1388, -1.6853], [0.2786, -4.9710, -1.3165], [1.5823, -6.2338, -2.6746], [0.0239, -7.1491, -0.0560], [1.0241, -8.0797, -1.1132], [0.4532, -4.1611, -1.8961], [-0.3081, -4.8728, -0.5104], [2.5326, -2.7717, 4.4186], [1.9691, -1.6370, 4.9226], [2.4383, -1.2582, 6.1466], [1.1107, -1.0078, 4.3264], [3.2417, -3.3020, 4.8909], [2.2144, -3.0826, 3.5192], [2.0463, -0.4269, 6.5493], [3.1440, -1.7581, 6.6542], [-5.5268, 8.9560, -1.3187], [-4.7999, 7.8209, -1.1173], [-5.5172, 6.6640, -1.1445], [-3.5930, 7.8397, -0.9263], [-6.5160, 8.9642, -1.4770], [-5.0289, 9.8267, -1.3051], [-5.0105, 5.8101, -1.0007], [-6.5062, 6.6225, -1.2990], [0.6070, 2.3009, -4.8950], [1.8954, 2.7488, -4.8826], [2.0835, 3.9340, -4.2377], [2.8108, 2.1348, -5.4093], [-0.1615, 2.7907, -4.4707], [0.4303, 1.4305, -5.3620], [3.0179, 4.2974, -4.2074], [1.3452, 4.4516, -3.7988], [2.4349, -7.3050, 7.2539], [2.6991, -6.2422, 6.4445], [2.1039, -5.0736, 6.8101], [3.4185, -6.3273, 5.4601], [1.8485, -7.2567, 8.0648], [2.8590, -8.1815, 7.0115], [2.2821, -4.2752, 6.2289], [1.5102, -4.9726, 7.6111]],
  "mulliken_charge": [-1.07, -0.22, -0.88, 0.13, 0.29, -1.29, -0.37, -1.04, -0.11, 1.07, -0.60, -0.58, -0.20, 0.38, 0.25, 0.28, 0.13, 0.39, 0.65, 0.42, 0.67, 0.32, 0.38, 0.44, 0.47, -0.38, 0.76, -0.41, -0.71, 0.16, 0.19, 0.22, 0.15, -0.41, 0.64, -0.23, -0.65, 0.15, 0.22, 0.15, 0.17, -0.31, 0.68, -0.39, -0.61, 0.26, 0.07, 0.22, 0.18, -0.40, 0.65, -0.34, -0.63, 0.16, 0.23, 0.21, 0.16, -0.29, 0.59, -0.33, -0.67, 0.18, 0.17, 0.20, 0.16, -0.39, 0.62, -0.30, -0.64, 0.16, 0.24, 0.04, 0.17]
}

(2)
{
  "formula": "C6H8N5S",
  "method": "ωB97M-V/def2-TZVPD",
  "de_lowest_ev": 0.333,
  "homo_lumo_gap_ha": [0.26906, 0.26904],
  "homo_ev": [-12.0, -12.0],
  "total_energy_ev": -24628.3149,
  "lumo_ev": [-4.68, -4.68],
  "charge": 1,
  "smiles": "CSC#[N+]/C(N)=C\\c1nnc[nH]1",
  "symbols": ["C", "S", "C", "N", "C", "N", "C", "C", "N", "N", "C", "N", "H", "H", "H", "H", "H", "H", "H", "H"],
  "xyz": [[2.5042, -1.9298, 0.9625], [3.2453, -1.0404, -0.4730], [2.2047, 0.2565, -0.2682], [1.2928, 0.9792, -0.2614], [0.2405, 1.8328, -0.1964], [0.5947, 3.1358, -0.1063], [-1.0033, 1.2961, -0.1851], [-1.4081, -0.1141, -0.1683], [-0.6947, -1.1868, -0.0663], [-1.4788, -2.2344, -0.3802], [-2.6930, -1.7465, -0.6119], [-2.6786, -0.4238, -0.4689], [3.1077, -2.8303, 1.1063], [1.5188, -2.1050, 0.6697], [2.4302, -1.2180, 1.8667], [-0.0767, 3.7831, 0.3585], [1.5220, 3.5016, 0.1134], [-1.8012, 1.9883, -0.3988], [-3.6163, -2.3072, -0.7407], [-3.2104, 0.3629, -0.7517]],
  "mulliken_charge": [-0.63, 0.01, 0.54, -0.03, 0.19, -0.52, -0.61, 0.50, 0.10, -0.67, -0.05, -0.13, 0.37, 0.22, 0.29, 0.26, 0.26, 0.29, 0.39, 0.21]
}

(3)
{
  "formula": "C24H58OsP2Si4",
  "method": "ωB97M-V/def2-TZVPD",
  "spin_multiplicity": 5,
  "de_lowest_ev": 9.184,
  "homo_lumo_gap_ha": [0.18008, 0.17219],
  "homo_ev": [-11.0, -12.5],
  "total_energy_ev": -78356.8233,
  "lumo_ev": [-6.08, -7.80],
  "charge": 2,
  "s_squared": 6.072,
  "symbols": ["P", "P", "C", "C", "H", "H", "H", "H", "C", "H", "H", "H", "C", "H", "H", "H", "C", "H", "H", "H", "C", "H", "H", "H", "Os", "C", "C", "C", "C", "C", "C", "C", "C", "C", "H", "H", "H", "H", "H", "H", "H", "H", "H", "H", "H", "H", "H", "H", "H", "C", "Si", "C", "C", "Si", "Si", "C", "C", "C", "Si", "C", "C", "C", "H", "H", "H", "H", "H", "H", "H", "H", "H", "H", "H", "H", "H", "H", "H", "H", "H", "H", "H", "H", "H", "H", "H", "H", "H", "H", "H"],
  "xyz": [[-0.1726, -2.0597, -3.4807], [-0.4197, -3.2517, -0.2313], [-0.1262, -3.8307, -2.9520], [-1.0876, -4.1211, -1.8178], [0.9167, -4.0586, -2.7172], [-0.4049, -4.4313, -3.8203], [-2.1236, -3.8051, -1.9996], [-1.1568, -5.2062, -1.6675], [0.7651, -4.6828, 0.0929], [1.2303, -4.6294, 1.0848], [1.5420, -4.7219, -0.6796], [0.2564, -5.6674, 0.0593], [-1.8408, -4.8458, 0.6117], [-1.6275, -5.8197, 0.1527], [-2.8612, -4.5494, 0.3596], [-1.7040, -4.9813, 1.6936], [0.7837, -1.7571, -4.9634], [0.7014, -0.6913, -5.2352], [0.3833, -2.3679, -5.7983], [1.8221, -2.0466, -4.7408], [-1.8063, -2.4199, -4.4149], [-2.6517, -2.7001, -3.7662], [-1.6595, -3.2553, -5.1103], [-2.1571, -1.5667, -5.0101], [1.8404, 0.0875, -1.0414], [-2.3062, -1.9163, 1.4746], [-1.3560, -2.9077, 1.3757], [-0.2314, -1.6385, -0.9724], [-0.9213, -0.9545, -2.3083], [-2.3947, -0.5085, -2.8165], [-3.3950, -0.4306, -1.9295], [-3.4154, -1.3228, -0.7307], [-2.6675, -0.7795, 0.5094], [0.8660, 1.8643, -1.8984], [-2.8788, -1.8993, 2.4092], [-0.7160, -2.9993, 2.2784], [0.8999, -1.7543, -1.2427], [-0.2452, -0.8836, -0.1655], [2.7987, 1.2330, -1.3874], [-0.3157, -0.0085, -2.4399], [-2.2613, 0.0502, -3.7678], [-4.2127, 0.2664, -2.1176], [-2.9869, -2.3152, -0.9658], [-4.4726, -1.4711, -0.4657], [-1.7785, -0.1799, 0.2357], [-3.3257, -0.0158, 0.9817], [-0.0933, 2.2523, -1.4968], [0.5291, 1.5657, -2.9027], [1.4421, 2.8062, -1.9873], [-2.5208, 2.5159, 1.2856], [-0.9756, 2.1948, 2.3341], [-0.9115, 3.6321, 3.5688], [-1.2331, 0.6761, 3.4226], [0.8417, 1.7968, 0.7670], [1.6074, 4.0976, 0.9123], [2.0902, 4.9954, 2.5205], [3.1497, 4.0333, -0.1930], [0.2429, 5.1757, 0.1585], [2.6157, 0.7798, 1.7856], [3.6019, 1.9123, 2.9602], [1.9837, -0.5452, 2.9552], [3.7027, 0.0347, 0.4212], [-3.3919, 2.1346, 1.8428], [-2.4917, 2.0277, 0.3011], [-2.6547, 3.5965, 1.1301], [-1.8529, 3.5945, 4.1416], [-0.0823, 3.5236, 4.2805], [-0.8481, 4.6191, 3.0931], [-1.2331, -0.2653, 2.8588], [-0.4776, 0.6133, 4.2185], [-2.2207, 0.7821, 3.8980], [3.0332, 4.6290, 2.9447], [2.2349, 6.0646, 2.2936], [1.3221, 4.9376, 3.3004], [3.2053, 3.1209, -0.7963], [3.1408, 4.8954, -0.8774], [4.0685, 4.0894, 0.4071], [0.0831, 4.9305, -0.9000], [-0.7181, 5.0653, 0.6809], [0.5368, 6.2356, 0.2202], [2.9510, 2.3992, 3.6975], [4.3146, 1.2959, 3.5284], [4.1801, 2.6970, 2.4622], [1.1347, -1.0950, 2.5378], [2.7941, -1.2631, 3.1422], [1.6773, -0.1228, 3.9199], [3.5387, -0.2504, -0.7028], [4.5739, 0.7180, 0.3658], [3.9832, -0.9456, 0.8345]],
  "mulliken_spin": [-0.11, 0.07, 0.04, 0.02, -0.01, 0.00, 0.00, 0.00, -0.01, 0.00, 0.00, 0.00, 0.64, 0.01, 0.01, -0.02, 0.01, 0.01, 0.00, -0.01, 0.01, 0.00, 0.00, 0.00, 1.69, 0.36, -0.14, 0.02, 0.15, 0.01, 0.01, 0.04, -0.01, 0.12, -0.04, 0.00, 0.43, -0.06, 0.01, 0.05, 0.00, 0.00, 0.00, 0.00, 0.05, 0.00, 0.01, 0.07, 0.01, 0.00, 0.02, 0.02, 0.03, 0.24, 0.01, 0.01, 0.00, 0.02, 0.12, 0.07, 0.04, -0.09, 0.00, 0.00, 0.00, 0.00, 0.00, 0.00, -0.01, 0.00, 0.00, 0.00, 0.00, 0.00, -0.01, 0.00, 0.00, 0.00, 0.00, 0.00, 0.00, 0.01, 0.00, 0.00, 0.00, 0.00, 0.10, -0.02, 0.01]
}